Entry 1:
{
  "formula": "C4H10O3",
  "method": "ωB97M-V/def2-TZVPD",
  "smiles": "O=CCCCO.O",
  "e_tot_ha": -384.08667,
  "relative_energy_kcal_mol": 39.50,
  "gap_ev": 10.35,
  "elements": ["O", "C", "C", "C", "C", "O", "H", "H", "H", "H", "H", "H", "H", "H", "O", "H", "H"],
  "positions_angstrom": [[-2.88199, 0.59167, -0.08917], [-2.07361, 1.42407, 0.21815], [-0.57001, 1.02520, 0.38774], [-0.48369, -0.45344, 0.67557], [0.85161, -1.10579, 0.61531], [0.82955, -2.43595, 1.03242], [-2.30966, 2.50159, 0.31363], [-0.17935, 1.65047, 1.19308], [-0.18750, 1.22479, -0.63347], [-1.20335, -0.95786, 0.03221], [-0.85315, -0.64257, 1.71376], [1.20426, -0.92169, -0.43681], [1.63175, -0.58681, 1.28208], [1.36454, -3.03114, 0.50782], [3.00491, 1.02541, -2.21805], [2.94874, 1.05169, -3.17152], [3.83088, 1.37968, -1.88682]],
  "forces_ev_per_angstrom": [[-0.59, 0.56, 0.10], [1.38, -0.95, -0.18], [-1.48, 0.25, -0.39], [-1.22, -0.63, 1.89], [2.66, 1.77, -0.79], [-0.81, -0.80, 0.26], [-0.16, -0.08, 0.04], [0.53, 0.10, -0.45], [0.46, 0.37, 0.65], [0.20, -0.19, -0.11], [-0.04, 0.23, -0.60], [0.11, -0.69, 0.70], [-1.15, -0.21, -0.85], [0.14, 0.29, -0.27], [-0.69, -0.34, 0.68], [0.49, 0.23, -0.16], [0.17, 0.10, -0.50]]
}

---

Entry 2:
{
  "formula": "C33H87N5O11",
  "method": "ωB97M-V/def2-TZVPD",
  "e_tot_ha": -2409.49546,
  "charge": 4,
  "relative_energy_kcal_mol": 0.00,
  "gap_ev": 8.70,
  "elements": ["C", "C", "C", "O", "H", "H", "H", "H", "H", "H", "H", "C", "O", "C", "C", "N", "H", "H", "C", "C", "O", "C", "H", "H", "H", "H", "H", "H", "H", "H", "H", "H", "H", "H", "H", "H", "C", "O", "C", "C", "N", "H", "H", "C", "C", "O", "C", "H", "H", "H", "H", "H", "H", "H", "H", "H", "H", "H", "H", "H", "H", "C", "O", "C", "C", "N", "H", "H", "C", "C", "O", "C", "H", "H", "H", "H", "H", "H", "H", "H", "H", "H", "H", "H", "H", "H", "C", "O", "C", "C", "N", "H", "H", "C", "C", "O", "C", "H", "H", "H", "H", "H", "H", "H", "H", "H", "H", "H", "H", "H", "H", "C", "O", "C", "C", "N", "H", "H", "C", "C", "O", "C", "H", "H", "H", "H", "H", "H", "H", "H", "H", "H", "H", "H", "H", "H"],
  "positions_angstrom": [[-0.45387, -0.48305, -1.11991], [-0.72123, -0.40058, 0.39377], [-1.50930, -1.61134, 0.88051], [0.36349, -0.02456, 1.17132], [0.06608, -1.43129, -1.28517], [0.19217, 0.33565, -1.44389], [-1.39590, -0.32171, -1.64308], [-1.47260, 0.42328, 0.47412], [-2.39676, -1.84146, 0.28508], [-1.78258, -1.61479, 1.93702], [-0.88855, -2.50907, 0.70622], [0.90149, 4.56778, -8.60141], [-0.35263, 4.34616, -7.97018], [-1.04072, 5.53876, -7.62550], [-2.10987, 5.11561, -6.64566], [-2.79317, 3.89870, -7.20655], [-3.22865, 4.10143, -8.11398], [-2.05286, 3.26045, -7.53449], [-3.86086, 3.17969, -6.38969], [-3.32682, 2.72857, -5.05292], [-1.99680, 2.27452, -5.09386], [-1.70084, 1.27344, -4.11591], [0.79030, 5.21643, -9.47274], [1.30737, 3.60839, -8.90842], [1.61412, 5.01232, -7.90127], [-1.45455, 5.91058, -8.57010], [-0.36484, 6.26739, -7.17284], [-2.87166, 5.87277, -6.47153], [-1.72859, 4.73286, -5.70032], [-4.19477, 2.40552, -7.07372], [-4.59536, 3.96351, -6.21518], [-4.06755, 2.04063, -4.62105], [-3.41380, 3.50459, -4.27470], [-2.56821, 0.78689, -3.67720], [-0.95290, 1.54755, -3.36884], [-1.13458, 0.52598, -4.68278], [4.13142, -3.60741, 0.44745], [3.40717, -2.80729, 1.39760], [2.00887, -2.96100, 1.29169], [1.33869, -2.86817, 2.64753], [1.47551, -1.52446, 3.29341], [1.17577, -0.78141, 2.61141], [0.74645, -1.46051, 4.00580], [2.85127, -1.22503, 3.81185], [2.88631, -0.05390, 4.75302], [2.15812, 1.03473, 4.22124], [2.07674, 2.09073, 5.16613], [5.17208, -3.48206, 0.73066], [3.90833, -3.30359, -0.57547], [3.87120, -4.65899, 0.58923], [1.73366, -3.93557, 0.86944], [1.58081, -2.19989, 0.62715], [1.72073, -3.63634, 3.31694], [0.27249, -2.99433, 2.46270], [3.43992, -1.04088, 2.91617], [3.25254, -2.12754, 4.26753], [3.93342, 0.24248, 4.88378], [2.53909, -0.29869, 5.76354], [1.46207, 2.90721, 4.79209], [3.05499, 2.48477, 5.44593], [1.57564, 1.72168, 6.06795], [-4.11908, 5.67674, 1.88815], [-3.21136, 4.67453, 2.31064], [-2.07833, 5.16468, 2.99018], [-1.20073, 4.00109, 3.38046], [-2.11824, 2.95310, 3.97018], [-2.23675, 3.07622, 4.97452], [-3.01800, 3.14676, 3.49711], [-1.70931, 1.54373, 3.65168], [-2.61351, 0.51118, 4.29939], [-3.94761, 0.77596, 4.00324], [-4.74869, -0.38582, 3.90968], [-4.41364, 6.30042, 2.73720], [-4.98478, 5.19223, 1.44839], [-3.70094, 6.34897, 1.13268], [-2.45495, 5.68463, 3.88362], [-1.54996, 5.91962, 2.40177], [-0.62584, 4.33454, 4.24372], [-0.56811, 3.70522, 2.54989], [-0.69783, 1.42627, 4.04587], [-1.65124, 1.43230, 2.57082], [-2.38746, 0.37995, 5.36538], [-2.31088, -0.43058, 3.81806], [-4.41786, -1.06012, 3.10811], [-5.75633, -0.11960, 3.59563], [-4.78376, -0.89019, 4.87747], [-2.88394, -4.66204, 2.88657], [-1.75467, -5.51297, 2.99768], [-2.18217, -6.86155, 2.98467], [-1.04133, -7.75107, 2.55393], [-0.54452, -7.32403, 1.18755], [-0.24535, -6.34621, 1.23473], [0.29319, -7.87962, 0.99044], [-1.45536, -7.56906, 0.01354], [-0.81454, -6.95703, -1.20433], [-0.53224, -5.60338, -0.86947], [0.06332, -4.91499, -1.96769], [-3.29210, -4.60488, 1.86677], [-2.72852, -3.59046, 3.03354], [-3.66841, -4.99643, 3.56613], [-3.10090, -7.11947, 2.45449], [-2.37163, -7.18996, 4.01541], [-1.35479, -8.78532, 2.41186], [-0.19612, -7.74378, 3.23830], [-2.33826, -6.98250, 0.26858], [-1.68157, -8.62840, -0.06251], [-1.50342, -6.95930, -2.05334], [0.10064, -7.48547, -1.50102], [0.09372, -3.87209, -1.65959], [-0.50725, -5.04501, -2.88769], [1.09325, -5.23745, -2.14924], [4.14061, 1.03780, -3.25606], [3.02832, 0.59701, -2.46694], [3.37958, -0.39978, -1.55154], [3.69680, 0.16792, -0.18140], [2.69539, 1.20625, 0.18911], [2.47660, 1.78542, -0.62833], [1.82600, 0.78077, 0.58443], [3.13966, 2.20442, 1.23438], [4.15031, 3.19651, 0.66663], [4.01296, 3.28013, -0.72658], [5.18510, 3.80476, -1.37029], [4.44124, 0.19692, -3.87976], [4.98729, 1.33105, -2.62865], [3.85458, 1.93103, -3.80047], [4.23988, -0.98598, -1.89535], [2.56414, -1.12507, -1.48360], [4.68046, 0.62721, -0.07159], [3.69008, -0.58785, 0.60655], [3.41092, 1.73133, 2.17224], [2.19170, 2.72915, 1.38044], [5.17158, 2.91184, 0.94415], [3.99865, 4.19561, 1.08509], [6.04317, 3.17296, -1.15505], [5.26221, 4.84173, -1.03203], [5.01342, 3.91339, -2.43846]],
  "forces_ev_per_angstrom": [[0.37, 0.13, 0.97], [-1.27, 1.97, 0.25], [0.81, -1.38, -0.54], [1.08, -0.63, 0.45], [-0.26, -0.03, -0.67], [0.16, -0.05, 0.15], [0.03, -0.71, -0.25], [0.04, 0.02, -0.06], [-0.12, 0.46, 0.04], [0.04, 0.35, 0.02], [-0.01, 0.01, 0.22], [0.27, 0.12, -0.03], [0.06, -0.24, 0.44], [0.39, -0.68, -0.50], [-0.63, -0.64, 0.20], [-0.20, -0.48, -1.22], [-0.13, 0.48, 0.23], [0.22, -0.05, 0.70], [1.26, 1.21, -0.35], [-0.53, 0.35, 1.48], [-0.74, -0.32, 0.16], [1.36, -0.94, -1.05], [0.02, -0.02, -0.02], [-0.20, -0.06, -0.06], [-0.10, 0.13, 0.01], [-0.20, 0.54, 0.30], [-0.14, 0.13, -0.02], [0.08, 0.10, 0.00], [0.37, 0.43, 0.00], [-0.29, -0.22, 0.36], [-0.48, -0.40, -0.11], [0.35, -0.66, -0.50], [0.21, 0.54, -0.53], [-0.17, 0.28, 0.02], [-0.51, 0.82, 0.22], [-0.33, -0.29, 0.08], [-0.15, 0.11, 0.82], [-0.14, -0.40, -0.17], [-0.07, 0.24, -0.11], [-0.13, 0.18, -0.52], [-0.05, 0.08, 0.17], [-0.40, -0.01, -0.81], [0.39, -0.03, 0.35], [-0.18, -0.07, -0.45], [0.40, 0.36, 0.42], [-0.21, -0.03, -0.27], [-0.32, -0.07, 0.56], [0.11, 0.03, -0.42], [0.18, 0.06, -0.07], [-0.02, -0.03, -0.12], [0.12, -0.09, 0.07], [0.03, 0.06, 0.05], [-0.05, 0.11, 0.18], [0.00, -0.19, 0.22], [0.07, 0.06, 0.07], [0.00, 0.06, 0.16], [0.09, -0.14, -0.01], [-0.29, -0.16, -0.08], [0.11, -0.10, -0.43], [0.09, -0.05, -0.08], [0.15, 0.04, 0.12], [-0.25, 0.64, 0.02], [0.49, -0.75, -0.40], [-1.02, 1.01, 0.20], [-0.33, 0.97, 1.32], [-0.02, -0.48, -1.57], [-0.02, 0.12, -0.02], [-0.22, -0.19, 0.28], [0.35, 0.07, 0.58], [0.47, -0.55, -0.65], [0.04, 0.53, -0.19], [-0.50, -0.36, -0.15], [-0.16, -0.11, 0.01], [-0.02, -0.13, 0.17], [0.29, -0.19, 0.02], [0.28, 0.02, 0.10], [0.23, -0.20, -0.06], [0.60, 0.01, -0.40], [-0.22, -0.85, 0.14], [0.06, -0.05, -0.11], [-0.18, 0.13, -0.03], [-0.34, 0.27, 0.13], [0.04, -0.07, 0.11], [0.46, 0.00, 0.24], [0.03, 0.40, 0.35], [-0.06, -0.17, -0.11], [-1.11, 0.61, -0.58], [-0.23, 0.21, -0.77], [0.53, -1.01, 1.46], [-0.18, -0.10, -1.03], [0.99, -1.03, 0.18], [-0.33, 0.09, -0.31], [0.12, 0.22, 0.15], [-0.38, 1.18, 0.64], [0.08, 0.36, -0.25], [0.20, -0.40, -0.15], [0.24, 0.29, 0.36], [0.03, -0.79, -0.03], [0.95, -0.29, 0.74], [-0.05, 0.12, 0.03], [0.03, 0.67, -0.44], [-0.23, 0.15, 0.03], [-0.18, 0.02, 0.33], [0.03, 0.24, -0.04], [-0.26, -0.31, -0.27], [0.07, -0.02, 0.00], [-0.06, -0.35, 0.06], [0.00, -0.02, 0.02], [-0.11, 0.09, -0.25], [-0.13, 0.09, 0.05], [-0.05, -0.21, 0.05], [0.15, -0.21, 0.53], [-0.06, 0.37, 0.00], [0.27, -0.62, -0.02], [0.19, 0.43, 0.80], [0.72, 0.40, 0.89], [0.09, -0.37, -0.25], [-0.83, -0.55, -0.34], [-1.24, 0.54, -1.00], [0.83, 0.16, 0.16], [-0.21, -0.71, -0.59], [-0.87, 0.91, 0.30], [0.11, 0.28, -0.39], [-0.02, -0.13, 0.11], [-0.25, -0.22, -0.28], [0.08, 0.12, -0.01], [-0.24, 0.25, 0.06], [0.02, 0.13, -0.58], [-0.27, -0.22, -0.21], [0.18, -0.14, -0.12], [0.13, 0.11, 0.46], [0.04, -0.13, -0.11], [-0.11, -0.09, 0.34], [0.23, 0.20, 0.02], [0.75, -0.12, 0.22], [-0.18, -0.54, -0.02]]
}

---

Entry 3:
{
  "formula": "CH9NO4",
  "method": "ωB97M-V/def2-TZVPD",
  "smiles": "NC=O.O.O.O",
  "e_tot_ha": -399.18500,
  "relative_energy_kcal_mol": 41.76,
  "gap_ev": 10.42,
  "elements": ["N", "C", "O", "H", "H", "H", "O", "H", "H", "O", "H", "H", "O", "H", "H"],
  "positions_angstrom": [[0.47222, -0.24205, 2.60940], [1.38591, -1.25160, 3.02024], [1.33108, -1.68041, 4.13835], [0.10580, 0.09076, 3.49368], [-0.32939, -0.20998, 1.99231], [2.23991, -1.22980, 2.32642], [2.22114, 2.31302, -5.01828], [1.94803, 2.08634, -5.91141], [1.43880, 2.28404, -4.46039], [-2.96793, -0.97138, 2.31302], [-2.94940, -1.18845, 3.24832], [-3.16437, -1.76180, 1.80513], [-0.32843, 0.63788, -3.46569], [-1.07366, 1.21874, -3.24319], [-0.32971, -0.09530, -2.84791]],
  "forces_ev_per_angstrom": [[-0.22, 0.57, 1.41], [-0.79, 1.91, -0.68], [0.60, -0.57, -0.11], [-0.29, 0.08, 0.08], [0.57, -0.84, -0.73], [0.06, -1.18, 0.04], [0.31, 0.18, 0.02], [-0.19, -0.03, 0.14], [-0.13, -0.25, -0.13], [0.18, 0.52, -0.24], [-0.07, -0.33, -0.08], [-0.03, -0.18, 0.31], [-0.17, 0.56, -0.26], [0.31, -0.49, 0.08], [-0.14, 0.03, 0.15]]
}

---

Entry 4:
{
  "formula": "C5H10I2N",
  "method": "ωB97M-V/def2-TZVPD",
  "e_tot_ha": -846.32134,
  "charge": 1,
  "relative_energy_kcal_mol": 4.11,
  "gap_ev": 8.31,
  "elements": ["C", "C", "C", "C", "C", "N", "I", "I", "H", "H", "H", "H", "H", "H", "H", "H", "H", "H"],
  "positions_angstrom": [[1.88891, 2.21074, 0.62038], [-0.73387, -0.51731, 0.55252], [1.58649, 1.41377, -0.38435], [-1.02305, 0.83953, 0.87353], [-0.71717, -2.51402, -0.88545], [-1.16843, -1.20598, -0.46796], [2.44583, -0.45179, -0.41381], [0.45985, 2.09035, -2.09193], [2.36956, 1.83541, 1.55289], [1.80433, 3.26821, 0.63775], [-0.12872, -1.24470, 1.17157], [-0.17060, 1.59248, 0.82165], [-1.50385, 1.04234, 1.93400], [-1.58139, 1.20378, 0.09887], [-0.50837, -3.20393, 0.00258], [-1.39622, -3.02570, -1.47311], [0.23894, -2.49873, -1.42060], [-1.86225, -0.83444, -1.12852]],
  "forces_ev_per_angstrom": [[1.12, -0.36, 1.18], [1.21, -3.87, 0.28], [0.37, 0.90, -1.00], [0.11, 1.87, 3.25], [2.44, -1.37, 2.69], [-0.78, 1.15, -0.47], [-0.02, -0.60, -0.17], [0.73, -0.34, 0.69], [-0.17, 0.00, -0.99], [-0.76, 0.83, -0.28], [-0.39, 1.49, -0.21], [-0.63, -1.71, 0.49], [0.83, -0.83, -2.14], [-2.28, 1.14, -1.67], [-0.40, 1.15, -0.90], [-1.72, -0.55, -1.18], [-0.18, 0.58, -0.02], [0.52, 0.52, 0.44]]
}

---

| no. | HOMO (eV) |
| --- | --- |
| 1 | -9.70 |
| 2 | -16.07 |
| 3 | -10.16 |
| 4 | -12.73 |